# 1
C11H25AsAuOS4 | ωB97M-V/def2-TZVPD

```
43
Properties=species:S:1:pos:R:3:forces:R:3:nbo_charge:R:1
H 0.920 3.618 2.847 0.1 0.0 0.0 0.289
H 2.175 -3.256 1.849 0.0 0.0 0.0 0.267
H 1.132 3.679 0.292 0.0 0.0 0.0 0.259
H -1.138 3.110 1.473 0.0 0.1 0.0 0.229
As 1.824 -2.646 -0.560 0.1 -0.4 0.0 1.946
Au -0.307 -0.173 0.904 -0.2 0.6 -0.2 0.912
C -2.533 0.183 -1.865 -0.1 0.0 0.2 -0.559
C 0.530 2.601 2.772 0.1 -0.1 -0.1 -0.554
C 1.169 2.047 -1.155 0.0 0.1 0.0 -0.587
H -3.225 1.018 -1.749 0.0 0.0 0.0 0.260
H 3.526 -3.324 -2.239 0.0 0.0 0.0 0.286
C -0.950 2.656 2.444 -0.1 -0.1 0.1 -0.531
H -2.910 -0.456 -2.665 0.0 0.1 -0.1 0.297
H 1.560 1.032 -1.257 0.0 0.0 0.0 0.287
H 2.726 2.990 -0.017 0.0 0.0 -0.1 0.298
H 3.471 -3.885 0.817 0.0 0.0 0.0 0.289
H 3.680 -1.591 -1.873 0.0 0.0 0.1 0.267
H 1.202 -5.003 -0.994 0.0 0.0 0.0 0.287
H -0.018 -4.244 0.045 0.0 0.0 0.0 0.266
C 0.602 -4.105 -0.839 0.2 0.1 0.0 -0.984
H 1.413 2.625 -2.053 0.0 0.0 0.0 0.304
O 0.965 -1.165 -0.433 -0.3 0.5 0.1 -1.262
H 2.396 -2.161 -2.968 -0.1 0.0 0.0 0.267
H -0.017 -3.930 -1.717 0.0 0.0 0.0 0.266
H -1.471 3.237 3.208 0.0 0.0 0.0 0.291
H -2.926 2.028 0.634 0.0 0.0 0.0 0.229
C -1.129 0.651 -2.224 0.0 0.0 0.0 -0.589
S -1.729 0.994 2.448 0.3 -0.1 -0.5 0.404
H -4.656 0.200 0.260 0.0 0.0 0.0 0.289
S 1.579 1.683 1.592 -0.4 -0.4 0.0 0.369
H -3.931 -0.740 1.558 -0.1 0.0 0.0 0.280
H 0.715 2.108 3.727 0.0 0.0 0.0 0.281
H -3.961 1.730 2.040 0.0 0.0 0.0 0.291
C 1.669 2.748 0.101 -0.1 0.0 0.2 -0.559
C -3.722 0.006 0.788 0.1 -0.1 -0.1 -0.554
C 2.976 -2.395 -2.079 -0.1 -0.1 0.2 -0.973
C 2.844 -3.017 1.025 -0.1 0.1 -0.2 -0.986
C -3.197 1.295 1.392 0.1 0.0 0.1 -0.532
S -2.595 -0.862 -0.358 0.4 0.1 0.3 0.367
H -0.384 -0.146 -2.168 0.0 0.0 0.0 0.286
H -1.117 1.092 -3.228 0.0 0.1 0.0 0.305
H 3.474 -2.167 1.281 0.0 0.0 0.0 0.269
S -0.632 1.936 -1.057 0.3 -0.5 0.1 0.735
```
Positions in Å, forces in eV/Å.

Total energy, a.u.: -4472.50959
Lowest unoccupied orbital energy (alpha / beta), eV: -8.813 / -13.719
Charge: +3
Spin multiplicity: 3
ΔE to the lowest compared entry with this formula, charge and spin, eV: 0.1723

---

# 2
CH3FOS | ωB97M-V/def2-TZVPD

```
7
Properties=species:S:1:pos:R:3:forces:R:3:nbo_charge:R:1
C 0.031 0.892 -0.136 0.3 2.1 -1.7 -0.277
O 0.861 -0.243 0.103 -0.3 -0.2 1.2 -0.638
F -0.596 -2.549 1.117 1.4 2.2 -2.2 -0.535
H 0.688 1.452 -0.941 -1.8 -0.5 1.7 0.200
H -0.256 1.530 0.749 0.9 -0.9 -0.7 0.208
S 0.178 -1.587 -0.316 -1.0 -3.3 1.7 0.844
H -0.905 0.505 -0.576 0.4 0.6 0.0 0.197
```
Positions in Å, forces in eV/Å.

Total energy, a.u.: -613.10044
Lowest unoccupied orbital energy, eV: -0.511
Charge: 0
SMILES: COSF
Spin multiplicity: 1
ΔE to the lowest compared entry with this formula, charge and spin, eV: 2.1746

---

# 3
C23H30FOSi | ωB97M-V/def2-TZVPD

```
56
Properties=species:S:1:pos:R:3:forces:R:3:nbo_charge:R:1
C -0.994 -1.304 0.107 0.8 -2.8 1.2 -0.254
H -1.856 -1.962 -0.151 0.4 0.6 -0.1 0.252
H -2.220 0.461 4.332 0.2 -0.2 0.0 0.228
H 2.872 2.910 -2.654 0.1 -0.2 0.0 0.251
H 2.678 -4.723 -1.917 0.0 0.2 -0.1 0.230
F -0.930 -3.882 4.246 -0.4 1.1 -0.7 -0.318
C -1.669 -1.625 4.398 0.0 0.3 -0.3 -0.266
O 0.910 0.981 -0.804 -3.3 -0.1 1.0 -0.732
C 2.679 2.995 0.463 -0.2 0.1 0.2 -1.162
C 2.203 -3.451 -0.256 -0.1 0.2 0.2 -0.149
C -1.506 -0.211 2.420 0.1 -0.1 0.0 -0.246
H -0.800 -2.219 -2.361 0.3 -0.2 0.1 0.204
H -1.012 -0.307 -1.706 0.1 0.3 0.4 0.284
H -0.585 -3.413 1.715 -0.2 0.3 0.2 0.239
H -1.915 -1.770 5.443 0.1 0.0 -0.1 0.247
C 3.228 1.929 -2.314 -0.5 -0.1 -0.2 -1.142
C -1.207 -0.060 -0.646 -1.1 1.6 -0.5 -0.362
C -2.944 2.789 -1.252 -0.2 -0.2 -0.5 -0.403
H 2.542 3.924 -0.109 0.0 -0.2 0.2 0.256
H -1.533 2.207 0.947 0.4 0.3 -0.3 0.257
H 0.818 -3.821 -3.339 0.1 0.0 0.2 0.228
C 3.284 -0.045 0.031 0.2 -0.1 0.2 -1.146
C -0.931 -2.538 2.269 0.0 -0.2 0.5 -0.234
H 3.059 -3.753 0.344 -0.2 -0.1 -0.1 0.218
H 2.779 -0.389 0.948 0.2 0.2 -0.3 0.248
C -1.187 -2.680 3.632 0.3 -0.3 -0.1 0.401
H -2.845 0.880 0.432 -0.2 -0.1 -0.4 0.216
C -1.507 3.208 -0.959 -0.2 0.3 -0.4 -0.367
H -3.357 3.412 -2.052 0.1 0.2 0.2 0.235
C -1.821 -0.384 3.774 0.1 -0.3 -0.1 -0.177
H 4.349 0.101 0.270 -0.3 0.1 -0.1 0.260
H 1.418 -2.179 1.320 0.0 -0.2 -0.2 0.225
H 0.046 2.963 0.537 -0.4 -0.3 -0.1 0.263
C 0.963 -3.470 -2.319 -0.1 0.1 0.0 -0.194
H -3.581 2.908 -0.367 0.1 0.2 -0.1 0.208
H -1.490 4.248 -0.602 0.1 -0.3 -0.1 0.245
C 0.202 -2.117 -0.451 -0.4 -0.1 -0.1 -0.033
C -1.092 -1.289 1.635 -0.1 -0.5 0.4 -0.024
C -0.800 2.376 0.146 0.4 0.6 1.2 -0.568
C 0.059 -2.562 -1.777 0.4 -0.1 0.3 -0.220
C 1.285 -2.550 0.304 0.1 0.0 -0.5 -0.244
H 2.946 1.173 -3.059 0.1 0.2 0.1 0.258
H -0.920 3.169 -1.889 0.0 0.1 0.2 0.214
H 3.219 -0.864 -0.702 0.0 0.3 0.2 0.265
H -4.055 1.069 -2.029 0.4 0.4 0.1 0.237
H -1.618 0.776 1.977 -0.1 -0.4 0.4 0.184
H -3.331 -0.450 -0.558 0.4 -0.1 0.0 0.241
H 3.700 3.010 0.882 -0.3 0.0 -0.1 0.275
C -3.035 1.332 -1.697 -0.5 0.2 -0.1 -0.409
H 1.975 2.989 1.307 0.3 0.0 -0.1 0.242
C -0.308 1.086 -0.332 2.4 -0.3 -2.4 0.848
C -2.657 0.414 -0.542 -0.5 -0.5 -0.3 -0.411
C 2.026 -3.941 -1.544 -0.2 0.1 0.2 -0.222
H -2.387 1.171 -2.583 -0.2 0.0 0.4 0.199
H 4.328 1.965 -2.268 -0.3 0.0 0.1 0.271
Si 2.526 1.510 -0.643 1.9 0.1 0.2 1.851
```
Positions in Å, forces in eV/Å.

Total energy, a.u.: -1358.82171
Lowest unoccupied orbital energy, eV: -4.600
Charge: +1
Spin multiplicity: 1

---

# 4
CH2N4O2S | ωB97M-V/def2-TZVPD

```
10
Properties=species:S:1:pos:R:3:forces:R:3:nbo_charge:R:1
N -0.082 -1.364 -0.018 -0.8 2.9 1.6 0.649
O -0.968 -1.701 -0.693 -2.6 -1.5 -2.4 -0.370
N 2.010 1.708 -1.239 0.6 -0.1 -0.9 -0.266
H -2.031 -0.019 0.153 -2.3 -1.2 -0.4 0.372
H -1.165 1.131 -0.442 0.2 1.0 -1.4 0.345
N -1.377 0.654 0.395 1.0 0.5 0.9 -0.593
N -0.293 -0.146 0.695 1.5 0.7 1.3 -0.332
C 1.825 1.060 -0.310 -1.0 0.5 0.7 -0.017
S 1.164 0.538 1.183 0.1 0.3 0.7 0.558
O 0.917 -1.861 0.277 3.4 -3.2 0.0 -0.346
```
Positions in Å, forces in eV/Å.

Total energy, a.u.: -806.79589
Lowest unoccupied orbital energy, eV: 0.056
Charge: 0
SMILES: N#CSN(N)[N+](=O)[O-]
Spin multiplicity: 1
ΔE to the lowest compared entry with this formula, charge and spin, eV: 2.8182